one.
The following is a quantum chemistry calculation of a single C3H6N2O2 molecule, from the Open Molecules 2025 dataset.

**Kohn-Sham gap**: 10.575 eV
**Structure (SMILES)**: [H]/N=C/OCC(N)=O
**HOMO**: -9.82 eV
**M**: 102.093 g mol⁻¹
**Lowest unoccupied orbital energy**: 0.8 eV

CARTESIAN COORDINATES (ANGSTROEM)
H (-2.339, -1.370, -0.615)
N (-1.532, -0.757, -0.529)
C (-1.645, -0.017, 0.493)
O (-0.729, 0.891, 0.849)
C (0.287, 1.221, -0.098)
C (1.469, 0.266, -0.237)
N (1.397, -0.940, 0.394)
O (2.441, 0.648, -0.862)
H (-2.461, -0.021, 1.221)
H (-0.153, 1.356, -1.091)
H (0.694, 2.173, 0.246)
H (2.141, -1.579, 0.149)
H (0.484, -1.354, 0.516)

Here are the Löwdin charges for atoms 1 to 8, given in e: atom 1 (H): 0.058, atom 2 (N): 0.114, atom 3 (C): -0.319, atom 4 (O): -0.056, atom 5 (C): -0.097, atom 6 (C): -0.521, atom 7 (N): 0.172, atom 8 (O): 0.052

---

two.
The following is a quantum chemistry calculation of a molecular structure, C3H6N2O2, from the Open Molecules 2025 dataset.

**Kohn-Sham gap**: 8.126 eV
**HOMO**: -7.57 eV
**M**: 102.093 g mol⁻¹
**Lowest unoccupied orbital energy**: 0.6 eV

CARTESIAN COORDINATES (ANGSTROEM)
C (2.260, -0.269, -0.195)
N (0.382, -0.524, -0.372)
C (-1.954, -0.022, 0.016)
C (0.023, 0.517, 0.289)
O (-2.407, -1.279, -0.173)
N (0.150, 1.588, 0.853)
O (-2.657, 0.950, -0.018)
H (-3.373, -1.247, -0.319)
H (0.167, -1.427, 0.026)
H (-0.201, 2.461, 0.469)
H (2.555, -0.258, 0.850)
H (2.606, -1.155, -0.716)
H (2.447, 0.665, -0.710)

Here are the Löwdin charges for atoms 1 to 8, given in e: atom 1 (C): 0.065, atom 2 (N): 0.118, atom 3 (C): -0.440, atom 4 (C): -0.431, atom 5 (O): 0.032, atom 6 (N): 0.179, atom 7 (O): 0.022, atom 8 (H): 0.110

---

Comparing the structures above, one comes out on top by 0.1623 hartree.